Record 1
Formula: C22H16N3O7Zr
Source: OMol25
Level of theory: wB97M-V/def2-TZVPD

E_LUMO ... -4.29 eV
E_HOMO ... -11.18 eV
Total charge ... +1
Kohn-Sham gap ... 6.89 eV
Multiplicity ... 1

Element x y z (Å)
1 Zr 0.169 0.136 -0.131
2 O 3.075 -1.654 2.981
3 C 2.405 -0.867 2.169
4 O 2.335 -0.994 0.963
5 C 1.745 0.309 2.809
6 C 1.997 0.826 4.061
7 C 1.461 2.080 4.360
8 C 0.779 2.794 3.389
9 C 0.586 2.196 2.152
10 N 0.995 0.956 1.915
11 C 0.078 2.915 0.905
12 O -0.429 3.996 0.975
13 O 0.323 2.207 -0.187
14 H 3.512 -2.351 2.463
15 H 2.616 0.289 4.764
16 H 1.633 2.517 5.335
17 H 0.426 3.803 3.549
18 C -4.290 3.045 1.330
19 O -3.431 2.072 0.746
20 C -3.209 2.167 -0.582
21 C -3.798 3.086 -1.434
22 C -3.480 3.102 -2.791
23 C -2.558 2.220 -3.302
24 C -1.918 1.306 -2.453
25 C -0.949 0.382 -3.021
26 N -0.021 -0.149 -2.314
27 N 0.648 -1.263 -2.848
28 C 0.809 -2.119 -1.888
29 O 0.405 -1.836 -0.656
30 C 1.442 -3.424 -2.144
31 C 1.986 -3.709 -3.394
32 C 2.570 -4.943 -3.621
33 C 2.609 -5.893 -2.609
34 C 2.064 -5.612 -1.364
35 C 1.482 -4.375 -1.129
36 C -2.281 1.251 -1.099
37 O -1.745 0.335 -0.237
38 H -4.315 2.820 2.392
39 H -5.301 2.971 0.923
40 H -3.898 4.052 1.177
41 H -4.511 3.800 -1.051
42 H -3.960 3.822 -3.439
43 H -2.299 2.236 -4.352
44 H -1.054 0.062 -4.055
45 H 1.945 -2.963 -4.176
46 H 2.995 -5.166 -4.590
47 H 3.062 -6.858 -2.793
48 H 2.086 -6.357 -0.580
49 H 1.045 -4.146 -0.167

---

Record 2
Formula: C22H16N6O9RuS2
Source: OMol25
Level of theory: wB97M-V/def2-TZVPD

E_LUMO (alpha / beta) ... 1.78 / 0.86 eV
E_HOMO (alpha / beta) ... -3.61 / -5.66 eV
Total charge ... -1
Kohn-Sham gap (alpha / beta) ... 5.39 / 6.52 eV
Multiplicity ... 6

Element x y z (Å)
1 Ru 0.664 -0.146 -0.001
2 O 4.080 -0.317 2.235
3 C 2.992 -0.386 1.716
4 N 2.592 0.096 0.495
5 C 3.372 0.836 -0.356
6 O 4.535 1.146 -0.243
7 C 2.583 1.280 -1.580
8 C 3.184 2.048 -2.555
9 C 2.430 2.437 -3.651
10 C 1.103 2.048 -3.742
11 C 0.561 1.277 -2.729
12 N 1.296 0.908 -1.679
13 C 1.852 -1.098 2.434
14 C 2.067 -1.655 3.678
15 C 1.013 -2.290 4.314
16 C -0.223 -2.349 3.689
17 C -0.365 -1.776 2.439
18 N 0.654 -1.169 1.832
19 H 4.221 2.321 -2.424
20 H 2.874 3.044 -4.430
21 H 0.485 2.336 -4.580
22 H -0.472 0.950 -2.724
23 H 3.053 -1.570 4.112
24 H 1.151 -2.731 5.293
25 H -1.070 -2.828 4.158
26 H -1.296 -1.790 1.889
27 C -1.146 -4.810 -0.892
28 C -0.257 -3.588 -0.885
29 S -1.024 -2.085 -0.903
30 C 1.135 -3.762 -0.897
31 C 1.696 -5.165 -0.851
32 S 2.226 -2.481 -0.969
33 H -2.191 -4.516 -0.848
34 H -0.930 -5.459 -0.038
35 H -0.993 -5.408 -1.795
36 H 1.236 -5.813 -1.601
37 H 1.509 -5.621 0.127
38 H 2.770 -5.144 -1.014
39 O -5.133 5.483 0.027
40 N -4.134 5.272 0.699
41 O -3.746 6.019 1.580
42 C -3.359 4.074 0.421
43 C -3.794 3.215 -0.562
44 C -3.030 2.091 -0.821
45 C -1.866 1.723 -0.089
46 O -1.349 0.564 -0.249
47 C -1.444 2.688 0.892
48 C -2.196 3.825 1.144
49 N -0.320 2.468 1.687
50 O 0.690 1.735 1.227
51 O -0.135 3.167 2.717
52 N -3.524 1.216 -1.878
53 O -4.732 1.071 -1.972
54 O -2.728 0.715 -2.652
55 H -4.700 3.405 -1.115
56 H -1.867 4.499 1.918

---

Record 3
Formula: C22H17BN4O4
Source: OMol25
Level of theory: wB97M-V/def2-TZVPD

E_LUMO ... -1.11 eV
E_HOMO ... -7.89 eV
SMILES ... OB(O)c1cccc(/N=N/c2ccc(/N=N/c3c(O)ccc4ccccc34)cc2O)c1
Kohn-Sham gap ... 6.77 eV
Multiplicity ... 1

Element x y z (Å)
1 O 2.684 1.797 -8.540
2 B 1.780 1.152 -7.678
3 O 0.407 1.466 -7.663
4 C 2.404 0.158 -6.586
5 C 3.442 -0.666 -6.922
6 C 4.064 -1.412 -5.942
7 C 3.636 -1.336 -4.613
8 C 2.561 -0.530 -4.298
9 N 2.045 -0.474 -3.019
10 N 0.900 -0.007 -2.838
11 C 0.406 0.117 -1.583
12 C 1.201 -0.093 -0.492
13 C 0.691 0.028 0.767
14 C -0.657 0.384 0.971
15 N -1.159 0.437 2.269
16 N -0.512 -0.207 3.116
17 C -0.865 -0.405 4.432
18 C 0.039 -1.134 5.204
19 O 1.208 -1.577 4.653
20 C -0.307 -1.392 6.566
21 C -1.503 -1.012 7.088
22 C -2.419 -0.232 6.339
23 C -3.593 0.259 6.897
24 C -4.454 0.989 6.150
25 C -4.170 1.256 4.804
26 C -3.014 0.793 4.256
27 C -2.099 0.042 5.001
28 C -1.459 0.579 -0.130
29 C -0.938 0.473 -1.410
30 O -1.747 0.703 -2.500
31 C 1.995 0.282 -5.287
32 H 2.226 2.464 -9.116
33 H -0.172 0.942 -7.061
34 H 3.754 -0.657 -7.950
35 H 4.958 -1.947 -6.197
36 H 4.202 -1.908 -3.873
37 H 2.218 -0.455 -0.656
38 H 1.341 -0.083 1.635
39 H 1.762 -2.089 5.285
40 H 0.378 -1.930 7.201
41 H -1.778 -1.266 8.115
42 H -3.859 0.027 7.916
43 H -5.446 1.253 6.515
44 H -4.870 1.846 4.203
45 H -2.757 1.006 3.248
46 H -2.498 0.837 0.016
47 H -1.165 0.657 -3.284
48 H 1.139 0.862 -5.008

---

Energy relative to the best compared isomer or geometry (same formula, charge and spin) / eV: 1.780, 0.531, 0.000